No. 1
18
Properties=species:S:1:pos:R:3:forces:R:3:lowdin_charge:R:1 method="wB97M-V/def2-TZVPD" fmax_ev_per_a=4.8 homo_energy_ev="-7.236 / -7.239" multiplicity=1 homo_lumo_gap_ev="7.42 / 7.43" e_tot_ev=-49466.7168
C 0.427773 2.104305 -0.086436 -1.892 2.312 -0.958 -0.27
C 1.494090 1.148974 0.033855 0.111 -1.141 -0.294 -0.71
C -0.892367 1.838733 0.179529 2.881 -3.724 0.744 -0.67
C 1.432049 -0.057977 0.643746 0.745 0.149 -0.758 -0.73
C -1.005053 -0.651790 0.721385 0.343 2.013 -2.984 -0.36
C -0.293084 -1.325965 -1.504985 1.224 -0.405 -0.005 -0.05
N 0.283797 -0.608152 1.165670 -1.292 -1.887 3.194 0.04
O -1.951602 -0.993850 1.605230 2.801 1.361 0.631 0.17
O -1.288495 -0.916523 -0.608315 -1.893 1.408 2.593 -0.06
Cl 2.922142 1.482240 -0.896445 0.036 0.221 0.246 0.67
Cl -2.158756 2.867809 0.202260 -1.193 1.680 -0.226 0.64
Cl 2.779002 -1.222551 0.804155 -0.599 0.883 -0.219 0.62
H 0.686668 3.109890 -0.596712 -0.083 -1.541 1.013 0.11
H -0.840571 -1.855211 -2.302373 0.557 -0.188 0.576 0.11
H 0.285548 -1.881095 -0.775021 1.018 -1.214 -1.307 0.08
H 0.393935 -0.589152 -1.995957 -1.012 0.141 0.751 0.11
H 0.412819 -0.998337 2.148506 -0.479 0.644 -1.675 0.19
H -2.687894 -1.451355 1.261909 -1.272 -0.711 -1.320 0.11



No. 2
17
Properties=species:S:1:pos:R:3:forces:R:3:lowdin_charge:R:1 method="wB97M-V/def2-TZVPD" fmax_ev_per_a=2.8 homo_energy_ev=-8.798 smiles=CSc1nccc(Cl)n1.C#N multiplicity=1 e_above_lowest_kcal_mol=1.2 homo_lumo_gap_ev=9.36 e_tot_ev=-34145.7588
C 1.893308 2.063955 0.524358 0.656 -0.570 -0.897 -0.07
C -0.453364 1.052373 -2.305989 0.362 -2.474 0.007 -0.13
C 0.548359 -1.038913 -1.871167 -0.679 -1.182 -0.096 -0.77
C 0.210871 -0.138669 -2.834892 -0.580 2.415 1.378 -0.06
C -0.532585 0.070857 -0.230973 0.226 0.947 -1.934 -0.70
C -0.974060 -1.358618 2.218438 -1.571 -0.027 0.215 -0.39
N 2.345123 1.366165 -0.264931 -0.109 0.074 0.223 0.09
N -0.807590 1.203560 -1.051428 0.438 -2.092 1.403 0.05
N 0.097326 -1.020531 -0.623619 -0.310 1.151 0.833 0.03
S -1.069853 0.260124 1.401602 -1.042 0.943 0.831 0.87
Cl 1.378470 -2.523769 -2.192834 0.333 0.047 -0.559 0.68
H -0.813547 1.796937 -2.974938 0.137 0.706 -0.527 0.10
H 0.476055 -0.176508 -3.863714 0.231 -0.259 -0.476 0.09
H 1.534359 2.764545 1.210795 -0.451 0.514 0.674 0.05
H -1.521039 -2.055020 1.547785 1.662 -0.185 -0.035 0.04
H -1.734156 -1.466541 3.071474 1.394 1.153 -0.719 0.06
H 0.074231 -1.419006 2.549883 -0.697 -1.161 -0.321 0.04



No. 3
15
Properties=species:S:1:pos:R:3:forces:R:3:lowdin_spin:R:1 method="wB97M-V/def2-TZVPD" fmax_ev_per_a=5.2 homo_energy_ev="-18.362 / -18.409" multiplicity=5 e_above_lowest_kcal_mol=0.0 homo_lumo_gap_ev="7.93 / 8.70" e_tot_ev=-38815.4283 charge=+2
C -0.773864 0.781951 -1.318941 -0.505 -0.251 -0.079 0.00
C 0.561404 0.779949 -0.872092 0.071 -3.477 3.716 0.01
O 1.498555 1.482923 -1.288885 1.207 0.923 -0.662 0.00
H -0.989752 1.335771 -2.233223 -0.031 -0.050 0.289 0.00
Cr 3.200269 1.312080 -0.476221 0.385 0.643 -0.622 3.93
O 2.364563 -0.099801 0.612714 1.212 -0.145 0.329 0.04
C 1.027248 -0.248747 0.373383 -3.372 2.436 -3.145 0.00
C 0.103836 -0.905565 1.032066 -3.297 0.609 -0.306 0.00
C -1.498482 -0.671719 0.570508 2.951 -1.315 1.572 0.00
C -1.743494 0.072309 -0.646223 1.129 0.587 -1.042 0.01
H 2.693672 -0.587933 1.381459 -0.015 -0.234 0.215 0.00
H 0.218063 -1.453962 1.965726 0.174 -0.095 -0.297 0.00
H -1.946104 -0.161007 1.439368 -0.056 -0.056 -0.170 0.00
H -1.970549 -1.665764 0.533801 0.059 0.256 0.000 0.00
H -2.745366 0.029516 -1.073437 0.088 0.170 0.202 0.00